1.
{"formula": "C30H50PSn", "method": "wB97M-V/def2-TZVPD", "gap_ha": [0.2126, 0.2112], "total_charge": 1, "elements": ["C", "C", "C", "C", "C", "Sn", "C", "C", "H", "C", "H", "H", "C", "H", "H", "H", "C", "H", "H", "H", "C", "H", "H", "H", "C", "H", "H", "H", "C", "H", "H", "H", "C", "H", "H", "H", "C", "H", "H", "H", "C", "C", "C", "C", "H", "C", "H", "C", "H", "H", "H", "C", "C", "C", "P", "C", "C", "C", "C", "C", "C", "H", "H", "H", "H", "H", "H", "H", "H", "H", "H", "H", "H", "H", "H", "H", "H", "H", "H", "H", "H", "H"], "positions_angstrom": [[0.786, -3.087, -0.609], [1.703, -2.321, -1.398], [1.172, -2.237, -2.714], [-0.071, -2.924, -2.741], [-0.309, -3.455, -1.446], [-0.120, -0.118, -0.155], [-3.312, 0.700, -1.360], [-3.048, 0.311, -0.071], [-3.436, 0.917, 0.759], [-2.229, -0.856, 0.275], [-2.285, -1.749, -0.359], [-2.168, -1.118, 1.333], [-3.423, 2.151, -1.726], [-2.909, 2.794, -1.000], [-2.973, 2.346, -2.708], [-4.470, 2.486, -1.777], [-3.603, -0.283, -2.452], [-3.313, -1.310, -2.196], [-4.681, -0.317, -2.690], [-3.090, -0.012, -3.386], [3.015, -1.807, -0.951], [3.034, -1.583, 0.125], [3.797, -2.561, -1.135], [3.307, -0.900, -1.498], [1.843, -1.584, -3.857], [2.146, -0.557, -3.609], [2.749, -2.135, -4.158], [1.177, -1.544, -4.728], [-0.939, -3.090, -3.929], [-0.920, -2.190, -4.559], [-0.611, -3.934, -4.557], [-1.978, -3.281, -3.632], [-1.438, -4.329, -1.061], [-2.358, -4.050, -1.594], [-1.227, -5.381, -1.315], [-1.630, -4.285, 0.018], [1.019, -3.515, 0.787], [0.108, -3.918, 1.254], [1.784, -4.312, 0.820], [1.394, -2.693, 1.418], [0.144, 1.293, -1.859], [0.822, 2.492, -1.644], [-0.322, 0.974, -3.136], [1.062, 3.370, -2.712], [1.193, 2.738, -0.640], [-0.131, 1.875, -4.195], [-0.842, 0.033, -3.323], [0.569, 3.068, -3.985], [1.633, 4.292, -2.549], [-0.536, 1.634, -5.181], [0.723, 3.766, -4.812], [-1.078, 3.094, 1.618], [0.229, 2.725, 2.333], [0.232, 3.233, 3.783], [0.640, 0.935, 2.141], [2.498, 0.773, 2.170], [3.220, 1.944, 2.841], [3.030, -0.556, 2.728], [-0.212, -0.058, 3.468], [0.530, -0.079, 4.806], [-1.680, 0.358, 3.670], [-1.927, 2.527, 2.024], [-1.016, 2.924, 0.535], [-1.282, 4.165, 1.767], [1.048, 3.235, 1.797], [-0.640, 2.897, 4.361], [1.141, 2.966, 4.334], [0.183, 4.333, 3.753], [2.725, 0.800, 1.089], [3.032, 1.944, 3.925], [4.300, 1.824, 2.683], [2.941, 2.919, 2.429], [4.016, -0.756, 2.277], [2.381, -1.417, 2.511], [3.178, -0.503, 3.817], [-0.207, -1.087, 3.053], [0.785, 0.935, 5.140], [-0.125, -0.525, 5.568], [1.436, -0.684, 4.773], [-2.271, 0.313, 2.747], [-2.136, -0.344, 4.385], [-1.776, 1.366, 4.095]], "lowdin_charge": [-0.267, -0.263, -0.244, -0.186, -0.246, 1.309, -0.356, -0.198, 0.109, -0.256, 0.034, 0.028, -0.054, 0.068, 0.082, 0.092, -0.047, 0.068, 0.104, 0.073, -0.039, 0.051, 0.105, 0.088, -0.047, 0.076, 0.094, 0.075, -0.020, 0.076, 0.107, 0.075, -0.054, 0.073, 0.096, 0.072, -0.040, 0.083, 0.106, 0.037, -0.313, -0.151, -0.150, -0.073, 0.080, -0.067, 0.084, -0.071, 0.111, 0.113, 0.112, -0.109, -0.531, -0.095, 0.987, -0.524, -0.100, -0.111, -0.512, -0.087, -0.097, 0.066, 0.047, 0.098, 0.095, 0.073, 0.060, 0.096, 0.091, 0.081, 0.097, 0.072, 0.096, 0.051, 0.078, 0.102, 0.073, 0.093, 0.060, 0.045, 0.099, 0.068]}

2.
{"formula": "C30H51BrHgN4P2", "method": "wB97M-V/def2-TZVPD", "relative_energy_kj_mol": 0.0, "gap_ha": 0.2723, "total_charge": 2, "elements": ["C", "C", "C", "C", "N", "C", "C", "C", "C", "C", "C", "C", "C", "C", "Hg", "P", "H", "H", "H", "H", "H", "H", "H", "H", "C", "C", "H", "H", "H", "H", "H", "C", "C", "H", "H", "H", "H", "H", "C", "C", "H", "H", "H", "H", "H", "Br", "P", "C", "C", "H", "H", "H", "H", "H", "C", "C", "H", "H", "H", "H", "H", "C", "C", "H", "H", "H", "H", "H", "C", "N", "C", "C", "N", "N", "C", "C", "H", "H", "H", "H", "H", "H", "H", "H", "H", "H", "H", "H", "H"], "positions_angstrom": [[2.078, 3.926, -0.848], [0.962, 3.409, -1.540], [1.140, 3.126, -2.911], [2.338, 3.509, -3.544], [3.359, 4.044, -2.871], [3.233, 4.280, -1.564], [-0.272, 3.139, -0.857], [-1.303, 2.831, -0.284], [-2.607, 2.612, 0.270], [-2.970, 1.392, 0.876], [-4.244, 1.125, 1.361], [-5.207, 2.143, 1.217], [-4.879, 3.404, 0.664], [-3.590, 3.633, 0.194], [-0.491, -1.095, 0.497], [2.160, -0.831, -0.502], [0.387, 2.570, -3.475], [2.069, 4.002, 0.243], [2.485, 3.341, -4.622], [4.096, 4.735, -1.055], [-3.304, 4.585, -0.259], [-2.209, 0.594, 0.958], [-5.636, 4.190, 0.596], [-4.506, 0.167, 1.816], [3.006, -2.453, -0.298], [4.165, -2.808, -1.219], [2.222, -3.216, -0.407], [3.339, -2.478, 0.748], [4.463, -3.839, -0.994], [3.896, -2.772, -2.281], [5.049, -2.176, -1.069], [2.365, -0.439, -2.292], [3.715, 0.070, -2.786], [1.596, 0.313, -2.533], [2.094, -1.360, -2.834], [3.648, 0.199, -3.873], [3.972, 1.047, -2.365], [4.539, -0.624, -2.594], [3.235, 0.381, 0.377], [4.739, 0.132, 0.453], [2.845, 0.448, 1.408], [3.037, 1.357, -0.096], [5.182, 0.956, 1.025], [4.988, -0.799, 0.975], [5.230, 0.119, -0.526], [-7.005, 1.796, 1.797], [-1.627, -1.774, -1.490], [-0.604, -2.689, -2.678], [-1.275, -3.899, -3.325], [0.315, -3.004, -2.154], [-0.292, -1.962, -3.442], [-0.548, -4.364, -4.002], [-1.580, -4.647, -2.580], [-2.151, -3.621, -3.928], [-2.793, -2.943, -0.717], [-4.071, -3.185, -1.501], [-3.048, -2.556, 0.285], [-2.221, -3.870, -0.563], [-4.696, -3.846, -0.888], [-4.621, -2.249, -1.677], [-3.884, -3.686, -2.463], [-2.525, -0.434, -2.321], [-3.044, -0.792, -3.715], [-1.864, 0.454, -2.368], [-3.357, -0.147, -1.654], [-3.578, 0.078, -4.109], [-2.226, -1.034, -4.404], [-3.748, -1.632, -3.689], [-0.076, 2.576, 3.503], [-0.038, 1.331, 4.258], [-0.021, 1.443, 5.715], [-0.016, 0.165, 3.554], [0.018, 0.236, 2.209], [0.034, -1.081, 4.085], [-0.047, -1.502, 5.478], [0.114, -2.192, 3.163], [-0.195, 3.413, 4.188], [-0.917, 2.606, 2.806], [0.862, 2.769, 2.972], [-0.925, 0.999, 6.171], [0.900, 1.012, 6.143], [-0.011, 2.512, 5.959], [0.135, 1.183, 1.848], [-0.988, -2.046, 5.676], [0.787, -2.184, 5.712], [0.024, -0.657, 6.137], [-0.781, -2.208, 2.526], [1.038, -2.131, 2.569], [0.134, -3.127, 3.730]], "lowdin_charge": [-0.028, -0.241, -0.026, -0.127, 0.067, -0.123, 0.047, 0.019, -0.247, -0.098, -0.121, -0.644, -0.089, -0.004, 0.900, 0.895, 0.111, 0.113, 0.121, 0.120, 0.131, 0.025, 0.117, 0.105, -0.418, -0.138, 0.060, 0.078, 0.087, 0.072, 0.068, -0.404, -0.130, 0.055, 0.065, 0.089, 0.066, 0.058, -0.399, -0.131, 0.062, 0.061, 0.086, 0.074, 0.063, 0.755, 0.824, -0.385, -0.119, 0.068, 0.088, 0.095, 0.080, 0.075, -0.418, -0.130, 0.068, 0.090, 0.093, 0.078, 0.072, -0.373, -0.116, 0.084, 0.089, 0.094, 0.078, 0.067, -0.034, -0.114, -0.035, -0.365, -0.031, -0.122, -0.027, -0.090, 0.099, 0.086, 0.100, 0.108, 0.106, 0.098, 0.021, 0.115, 0.112, 0.039, 0.041, 0.081, 0.108]}

The evaluated E_tot for the records listed, in turn: -47032.9485 -130677.7931 eV.